No. 1
{"formula": "C2H6BrHfInO4P", "method": "wB97M-V/def2-TZVPD", "symbols": ["Hf", "In", "Br", "P", "O", "O", "O", "O", "C", "C", "H", "H", "H", "H", "H", "H"], "coordinates": [[1.016, -1.537, -2.844], [0.305, 1.373, 1.147], [1.889, -2.144, 1.617], [-2.166, 0.673, -0.016], [1.080, -2.052, -0.936], [-2.607, 2.045, -0.021], [-2.859, -0.385, 0.840], [-1.672, 0.090, -1.380], [1.586, -1.323, 0.050], [1.843, 0.051, -0.131], [0.738, 2.974, 0.834], [1.640, 0.318, -1.166], [-2.986, -1.270, 0.440], [-0.701, -0.106, -1.432], [0.064, 0.921, 2.815], [2.832, 0.371, 0.182]], "e_lumo_ha": -0.571, "total_charge": 3, "homo_energy_ev": -20.9, "homo_lumo_gap_ev": 5.3184}

---

No. 2
{"formula": "C18H30Cl2N7O3Rh", "method": "wB97M-V/def2-TZVPD", "symbols": ["Rh", "Cl", "Cl", "O", "O", "O", "N", "N", "N", "N", "N", "N", "N", "C", "C", "C", "C", "C", "C", "C", "C", "C", "C", "C", "C", "C", "C", "C", "C", "C", "C", "H", "H", "H", "H", "H", "H", "H", "H", "H", "H", "H", "H", "H", "H", "H", "H", "H", "H", "H", "H", "H", "H", "H", "H", "H", "H", "H", "H", "H", "H"], "coordinates": [[0.239, 1.018, -0.035], [1.131, -0.823, -1.381], [-0.558, 3.085, 1.030], [-0.926, 0.009, 1.486], [0.772, 1.974, -1.581], [-0.705, -2.643, 0.565], [0.817, -4.225, 1.116], [1.598, 0.551, 1.332], [1.511, -0.440, 2.265], [2.708, -0.438, 2.813], [3.148, -1.439, 3.634], [3.606, 0.458, 2.260], [-2.129, 0.266, 3.445], [-1.863, -0.143, -2.040], [-2.425, 2.345, -1.707], [-1.815, 0.608, 2.179], [-3.198, -0.769, -1.642], [2.563, 3.988, -5.441], [0.604, 2.689, -3.699], [-0.198, -4.901, 1.921], [1.868, 2.841, -5.796], [-0.145, 1.719, -2.600], [2.324, 4.474, -4.170], [0.959, 2.161, -4.948], [1.429, 3.794, -3.303], [2.838, 1.050, 1.344], [0.421, -3.088, 0.462], [-2.982, 1.104, 4.287], [-1.543, 1.234, -2.221], [1.943, -5.044, 0.680], [-1.629, -0.965, 4.051], [-3.014, 2.140, 3.928], [2.146, -5.789, 1.463], [-3.399, 2.015, -1.302], [-3.597, -0.357, -0.701], [-2.005, 2.947, -0.854], [-4.010, 0.714, 4.345], [1.719, -5.578, -0.263], [0.260, -5.697, 2.517], [3.272, 4.495, -6.129], [-1.370, -0.823, 5.109], [1.374, 4.202, -2.306], [-2.385, -1.767, 4.048], [-0.026, 0.675, -3.092], [-0.749, -1.249, 3.471], [-0.996, -5.361, 1.318], [0.542, 1.215, -5.291], [2.834, -4.421, 0.511], [1.161, -2.538, -0.197], [-3.977, -0.624, -2.413], [-2.586, 2.986, -2.599], [-2.378, 1.449, 1.748], [2.849, 5.394, -3.900], [2.056, 2.463, -6.790], [3.123, 1.833, 0.645], [3.990, -1.107, 4.107], [-3.231, -1.880, -1.599], [2.402, -1.794, 4.207], [-1.103, -0.940, -2.190], [-2.602, 1.111, 5.318], [-0.662, -4.167, 2.583]], "e_lumo_ha": [0.006, -0.056], "e_above_lowest_kcal_mol": 52.3, "homo_energy_ev": [-7.1, -8.2], "spin_multiplicity": 5, "homo_lumo_gap_ev": [7.3089, 6.6523]}

---

No. 3
{"formula": "C4H9NO", "method": "wB97M-V/def2-TZVPD", "symbols": ["O", "N", "C", "C", "C", "C", "H", "H", "H", "H", "H", "H", "H", "H", "H"], "coordinates": [[1.228, 1.166, 1.122], [0.376, 0.411, -1.315], [0.782, -0.685, 0.828], [-1.308, 0.408, 0.457], [-0.882, -0.196, -0.831], [0.409, -0.871, -0.598], [1.226, 1.395, 0.158], [0.797, -1.733, -1.142], [-1.541, -0.580, -1.614], [0.103, -1.122, 1.551], [0.253, 1.293, 1.294], [-2.003, -0.243, 1.001], [0.502, 0.238, -2.307], [-1.760, 1.390, 0.315], [1.818, -0.870, 1.081]], "e_lumo_ha": [0.019, 0.019], "e_above_lowest_kcal_mol": 146.6, "homo_energy_ev": [-7.2, -7.2], "homo_lumo_gap_ev": [7.7331, 7.7351]}

---

No. 4
{"formula": "C3H2O3P", "method": "wB97M-V/def2-TZVPD", "symbols": ["P", "O", "O", "O", "C", "C", "C", "H", "H"], "coordinates": [[1.066, 0.779, -0.670], [0.384, 2.141, -0.675], [-2.387, -2.991, 1.012], [0.932, -1.809, 0.422], [-2.053, -1.897, 0.658], [-1.299, -0.879, 0.349], [0.190, -0.902, 0.193], [1.525, 0.635, 0.614], [-1.650, 0.048, -0.107]], "e_lumo_ha": [0.153, 0.062], "total_charge": -1, "homo_energy_ev": [-1.4, -4.7], "spin_multiplicity": 3, "homo_lumo_gap_ev": [5.5219, 6.3497]}